Entry 1:
Entry from the OMol25 dataset: a structure of composition C41H59BBaBrN10O3S (ωB97M-V/def2-TZVPD).

Results
ΔE to the lowest compared entry with this formula, charge and spin ... 11.8 kJ/mol
LUMO level ... 2.16 eV
Spin multiplicity ... 1
Charge ... -1

Positions of all 117 atoms, in Å:
Ba  -0.26  0.04  0.18
C  1.85  5.34  -1.16
C  0.66  4.58  -0.68
C  -0.68  4.79  -0.94
C  -1.35  3.76  -0.25
N  -0.47  2.97  0.36
N  0.76  3.49  0.11
B  2.03  3.01  0.84
N  2.76  1.93  0.02
N  2.16  1.19  -0.94
C  3.11  0.45  -1.51
C  4.35  0.72  -0.91
C  4.08  1.66  0.06
C  5.00  2.29  1.05
C  2.84  -0.47  -2.68
C  3.89  -1.58  -2.71
C  2.91  0.35  -3.98
C  1.45  -1.11  -2.57
N  1.71  2.54  2.28
N  1.01  1.41  2.56
C  1.08  1.22  3.87
C  1.83  2.25  4.46
C  2.21  3.07  3.42
C  3.00  4.33  3.49
C  0.40  0.05  4.55
C  0.87  -0.03  6.01
C  -1.12  0.26  4.54
C  0.74  -1.26  3.84
C  -2.84  3.58  -0.07
C  -3.55  3.64  -1.42
C  -3.16  2.25  0.61
C  -3.33  4.73  0.82
H  1.54  6.06  -1.92
H  2.59  4.67  -1.60
H  2.33  5.88  -0.34
H  -1.11  5.57  -1.55
H  2.77  3.95  0.95
H  5.31  0.27  -1.12
H  6.01  1.89  0.92
H  4.68  2.08  2.07
H  5.04  3.38  0.93
H  4.89  -1.18  -2.87
H  3.67  -2.27  -3.53
H  3.89  -2.14  -1.77
H  3.89  0.82  -4.08
H  2.15  1.14  -3.97
H  2.74  -0.29  -4.84
H  1.38  -1.72  -1.66
H  1.29  -1.78  -3.42
H  0.65  -0.37  -2.60
H  2.06  2.40  5.51
H  3.22  4.56  4.53
H  2.45  5.17  3.06
H  3.95  4.25  2.95
H  0.63  0.88  6.56
H  1.95  -0.19  6.06
H  0.38  -0.87  6.50
H  -1.40  1.16  5.10
H  -1.63  -0.60  4.98
H  -1.48  0.38  3.51
H  1.81  -1.35  3.63
H  0.21  -1.35  2.90
H  0.43  -2.11  4.46
H  -3.24  2.83  -2.07
H  -3.35  4.59  -1.93
H  -4.64  3.57  -1.28
H  -2.94  1.40  -0.04
H  -4.23  2.21  0.84
H  -2.60  2.15  1.55
H  -3.12  5.70  0.36
H  -2.84  4.70  1.79
H  -4.41  4.65  0.97
Br  -1.02  -4.98  -2.36
C  0.46  -5.13  -1.16
C  1.00  -6.38  -0.92
C  2.08  -6.43  -0.04
C  2.54  -5.26  0.54
C  1.91  -4.07  0.23
N  0.88  -4.01  -0.62
C  2.37  -2.76  0.90
O  3.39  -2.84  1.60
O  1.64  -1.76  0.68
H  0.60  -7.26  -1.39
H  2.54  -7.39  0.19
H  3.38  -5.24  1.22
S  -3.01  -0.96  -1.48
C  -2.47  0.24  -2.60
C  -3.18  0.54  -3.79
C  -2.72  1.52  -4.63
C  -1.55  2.22  -4.32
C  -0.91  1.87  -3.15
N  -1.34  0.92  -2.32
H  -4.09  -0.01  -4.00
H  -3.27  1.75  -5.54
H  -1.16  3.00  -4.96
H  0.00  2.38  -2.84
C  -4.43  -0.62  2.34
N  -3.81  -1.82  2.87
C  -4.63  -2.65  3.73
C  -3.78  -3.65  4.47
C  -2.88  -4.37  3.49
N  -2.08  -3.40  2.77
C  -0.89  -3.91  2.11
C  -2.57  -2.18  2.41
O  -1.92  -1.40  1.72
H  -4.42  0.19  3.08
H  -5.46  -0.84  2.07
H  -3.90  -0.29  1.45
H  -5.40  -3.17  3.13
H  -5.16  -2.00  4.43
H  -4.41  -4.36  5.00
H  -3.16  -3.13  5.21
H  -3.48  -4.98  2.80
H  -2.20  -5.04  4.01
H  -0.19  -4.31  2.85
H  -0.39  -3.12  1.56
H  -1.15  -4.70  1.40

Löwdin population analysis, charges in e, atoms 1 to 6:
1. Ba 1.76
2. C -0.03
3. C -0.29
4. C 0.01
5. C -0.28
6. N 0.05

---

Entry 2:
Entry from the OMol25 dataset: a structure of composition C41H59ClCsN5PSbSe4 (ωB97M-V/def2-TZVPD).

Results
ΔE to the lowest compared entry with this formula, charge and spin ... 59.1 kJ/mol
LUMO level ... 3.32 eV
Spin multiplicity ... 1
Charge ... -2

Positions of all 113 atoms, in Å:
Cs  -0.26  -0.91  1.58
N  0.37  2.20  1.70
C  0.41  3.46  0.95
C  -0.96  3.74  0.35
N  -1.24  2.83  -0.76
H  -0.32  2.26  2.44
H  1.27  2.00  2.14
H  1.15  3.35  0.16
H  0.71  4.32  1.57
H  -1.00  4.77  -0.01
H  -1.70  3.64  1.16
H  -2.25  2.79  -0.90
H  -0.98  1.89  -0.46
C  -6.28  -0.11  2.60
C  -5.50  -1.37  2.89
C  -5.91  -2.15  3.97
C  -5.27  -3.32  4.32
C  -4.17  -3.74  3.59
C  -3.74  -2.97  2.52
C  -4.39  -1.79  2.14
P  -3.52  -1.00  0.71
C  -3.91  -2.20  -0.64
C  -2.81  -2.56  -1.42
C  -2.91  -3.47  -2.46
C  -4.14  -4.05  -2.73
C  -5.24  -3.71  -1.96
C  -5.15  -2.79  -0.92
C  -6.40  -2.44  -0.16
C  -4.30  0.54  0.19
C  -4.92  0.69  -1.04
C  -5.31  1.93  -1.54
C  -5.05  3.06  -0.73
C  -4.44  2.95  0.49
C  -4.01  1.69  1.04
C  -3.39  1.60  2.26
H  -7.30  -0.21  3.00
H  -6.34  0.11  1.54
H  -5.80  0.75  3.06
H  -6.77  -1.82  4.54
H  -5.61  -3.89  5.17
H  -3.63  -4.64  3.86
H  -2.87  -3.30  1.96
H  -1.84  -2.12  -1.19
H  -2.04  -3.72  -3.05
H  -4.24  -4.77  -3.54
H  -6.20  -4.16  -2.18
H  -7.28  -2.76  -0.72
H  -6.46  -1.37  0.01
H  -6.42  -2.93  0.82
H  -5.09  -0.19  -1.65
H  -5.79  2.02  -2.50
H  -5.35  4.04  -1.08
H  -4.26  3.85  1.08
H  -3.15  0.66  2.74
H  -3.21  2.50  2.85
Se  0.62  -0.87  4.76
Se  2.91  -1.33  4.58
Se  3.50  0.05  2.69
Se  5.49  -0.82  1.83
C  2.18  5.00  -2.41
C  3.10  3.85  -2.82
C  3.89  4.25  -4.06
Sb  1.94  2.00  -2.77
C  1.24  1.80  -4.83
C  0.09  2.79  -5.03
C  2.23  1.86  -5.98
C  3.54  0.54  -2.77
C  3.83  0.19  -1.31
C  4.84  0.90  -3.49
H  2.75  5.91  -2.19
H  1.57  4.76  -1.53
H  1.48  5.24  -3.22
H  3.80  3.67  -1.99
H  3.21  4.58  -4.85
H  4.51  3.44  -4.45
H  4.55  5.09  -3.83
H  0.82  0.78  -4.81
H  0.47  3.81  -5.07
H  -0.64  2.74  -4.23
H  -0.43  2.60  -5.98
H  2.73  2.83  -6.05
H  1.71  1.70  -6.94
H  3.00  1.09  -5.91
H  3.09  -0.33  -3.26
H  4.27  1.03  -0.77
H  4.53  -0.64  -1.21
H  2.92  -0.09  -0.76
H  5.34  1.73  -2.99
H  4.69  1.17  -4.54
H  5.53  0.05  -3.47
Cl  0.87  -3.61  -5.15
C  0.03  -2.27  -4.42
C  -1.09  -1.73  -5.03
C  -1.73  -0.69  -4.39
C  -1.21  -0.22  -3.19
N  -0.12  -0.73  -2.63
C  0.49  -1.75  -3.22
H  -1.45  -2.14  -5.96
H  -2.62  -0.24  -4.81
H  -1.69  0.60  -2.67
H  1.36  -2.17  -2.72
C  2.91  -3.20  1.07
C  1.86  -3.98  0.38
N  0.70  -3.54  -0.08
C  0.07  -4.63  -0.65
C  0.85  -5.73  -0.54
N  1.99  -5.31  0.11
H  2.68  -2.14  1.09
H  3.88  -3.30  0.58
H  3.03  -3.51  2.11
H  -0.90  -4.54  -1.09
H  0.71  -6.75  -0.85
H  2.79  -5.86  0.37

Löwdin population analysis, charges in e, atoms 1 to 6:
1. Cs 0.51
2. N -0.05
3. C -0.29
4. C -0.29
5. N 0.02
6. H 0.06

---

Entry 3:
Entry from the OMol25 dataset: a structure of composition C41H59CoN7O3P (ωB97M-V/def2-TZVPD).

Results
ΔE to the lowest compared entry with this formula, charge and spin ... 51.5 kJ/mol
LUMO level (alpha / beta) ... -5.21 / -6.91 eV
Spin multiplicity ... 5
Charge ... +2

Positions of all 112 atoms, in Å:
Co  -0.80  -1.63  0.90
C  -3.33  -0.40  2.49
O  -2.84  -0.89  1.25
C  -3.88  -1.41  0.43
C  -3.30  -1.78  -0.93
O  -2.14  -2.56  -0.70
C  -1.76  -3.37  -1.80
H  -3.90  0.51  2.33
H  -2.46  -0.20  3.12
H  -3.97  -1.14  2.98
H  -4.68  -0.66  0.32
H  -4.31  -2.30  0.91
H  -3.04  -0.86  -1.48
H  -4.04  -2.34  -1.50
H  -1.75  -2.80  -2.73
H  -2.45  -4.22  -1.91
H  -0.76  -3.74  -1.59
C  2.13  1.53  5.92
N  1.24  1.21  4.85
N  1.09  -0.05  4.38
C  0.26  -0.04  3.30
O  -0.06  -1.11  2.69
C  -0.13  1.31  3.12
C  0.50  2.05  4.11
C  0.42  3.49  4.41
C  1.77  -1.18  4.92
C  2.65  -1.87  4.10
C  3.32  -2.97  4.62
C  3.11  -3.36  5.94
C  2.22  -2.66  6.73
C  1.53  -1.57  6.23
H  2.93  0.79  5.97
H  1.61  1.55  6.88
H  2.58  2.51  5.74
H  -0.76  1.68  2.35
H  -0.35  3.96  3.80
H  1.37  3.98  4.22
H  0.16  3.64  5.46
H  2.80  -1.55  3.09
H  4.02  -3.51  4.00
H  3.65  -4.20  6.34
H  2.04  -2.97  7.75
H  0.82  -1.04  6.83
N  -0.32  -8.67  3.20
C  -0.40  -7.61  2.78
C  -0.49  -6.28  2.29
C  -1.70  -5.60  2.29
C  -1.73  -4.29  1.83
N  -0.65  -3.66  1.37
C  0.51  -4.31  1.37
C  0.64  -5.61  1.82
H  -2.61  -6.07  2.64
H  -2.65  -3.74  1.81
H  1.37  -3.77  1.00
H  1.61  -6.10  1.81
N  0.36  -0.57  -0.24
C  1.28  -0.05  0.31
N  2.30  0.55  0.65
C  2.81  1.06  1.71
N  3.28  1.53  2.65
C  3.29  4.24  -3.31
C  3.81  2.84  -2.98
C  2.69  1.79  -3.10
C  1.33  2.40  -2.76
C  1.52  3.46  -1.68
C  2.23  4.68  -2.29
P  0.09  1.09  -2.28
C  -1.63  1.81  -2.09
C  -2.00  2.94  -3.08
C  -2.13  4.30  -2.39
C  -3.21  4.26  -1.30
C  -3.25  2.92  -0.56
C  -1.90  2.22  -0.64
C  -0.10  -0.17  -3.63
C  1.05  -1.19  -3.65
C  0.68  -2.38  -4.56
C  -0.35  -1.99  -5.62
C  -0.06  -0.58  -6.12
C  -0.31  0.46  -5.01
H  2.86  4.24  -4.32
H  4.11  4.95  -3.32
H  4.20  2.86  -1.96
H  4.63  2.58  -3.64
H  2.91  0.97  -2.42
H  2.68  1.40  -4.12
H  0.90  2.89  -3.64
H  2.12  3.04  -0.87
H  0.57  3.78  -1.25
H  2.70  5.24  -1.48
H  1.50  5.33  -2.77
H  -2.27  0.95  -2.32
H  -2.97  2.69  -3.53
H  -1.28  3.01  -3.89
H  -2.39  5.05  -3.13
H  -1.17  4.59  -1.96
H  -4.18  4.45  -1.75
H  -3.02  5.08  -0.60
H  -4.00  2.27  -1.00
H  -3.53  3.09  0.48
H  -1.88  1.32  -0.01
H  -1.11  2.88  -0.27
H  -1.01  -0.71  -3.34
H  1.25  -1.53  -2.64
H  1.94  -0.71  -4.04
H  0.29  -3.21  -3.96
H  1.59  -2.74  -5.04
H  -1.36  -2.03  -5.21
H  -0.31  -2.69  -6.45
H  -0.68  -0.34  -6.98
H  0.98  -0.53  -6.45
H  -1.33  0.83  -5.08
H  0.37  1.30  -5.16

Löwdin population analysis, charges in e, atoms 1 to 6:
1. Co 0.78
2. C -0.04
3. O -0.27
4. C -0.16
5. C -0.15
6. O -0.28

---

Entry 4:
Entry from the OMol25 dataset: a structure of composition C41H61BiN4O6PS2Te2 (ωB97M-V/def2-TZVPD).

Results
ΔE to the lowest compared entry with this formula, charge and spin ... 32.7 kJ/mol
LUMO level ... 2.10 eV
Spin multiplicity ... 1
Charge ... -1

Positions of all 118 atoms, in Å:
Bi  -0.09  -0.24  1.53
Te  2.19  -0.67  2.90
C  1.87  0.04  9.29
C  0.99  0.08  8.07
C  0.87  1.25  7.32
C  0.08  1.29  6.19
C  -0.61  0.15  5.79
C  -0.50  -1.02  6.51
C  0.30  -1.05  7.65
S  -1.65  0.22  4.36
O  -2.96  0.63  4.84
O  -1.03  1.21  3.47
O  -1.62  -1.11  3.76
H  1.51  0.73  10.05
H  2.90  0.33  9.04
H  1.90  -0.96  9.72
H  1.43  2.13  7.62
H  0.02  2.18  5.58
H  -1.01  -1.91  6.17
H  0.40  -1.98  8.21
O  0.42  -0.95  -0.75
O  -0.66  -1.72  -1.30
C  -5.32  -1.48  2.25
N  -5.48  -0.11  2.73
C  -6.01  -0.04  4.09
C  -4.52  0.75  2.22
O  -3.66  0.32  1.46
N  -4.60  2.10  2.45
C  -3.39  2.86  2.13
C  -5.50  2.74  3.38
H  -6.22  -2.04  2.49
H  -4.45  -1.96  2.70
H  -5.18  -1.49  1.17
H  -6.09  -1.05  4.48
H  -7.01  0.41  4.13
H  -5.34  0.49  4.76
H  -2.98  2.54  1.18
H  -2.62  2.72  2.89
H  -3.66  3.92  2.07
H  -6.50  2.33  3.30
H  -5.57  3.80  3.11
H  -5.16  2.68  4.42
C  0.04  0.18  -4.10
C  -0.30  1.30  -3.18
C  -1.05  2.39  -3.55
C  -1.32  3.35  -2.57
N  -0.83  3.28  -1.34
C  -0.07  2.22  -1.02
S  0.74  2.15  0.50
N  0.19  1.24  -1.93
C  -2.18  4.54  -2.90
H  -0.61  0.18  -4.97
H  -0.07  -0.77  -3.57
H  1.08  0.27  -4.42
H  -1.46  2.47  -4.55
H  0.49  0.23  -1.47
H  -3.12  4.21  -3.32
H  -1.68  5.17  -3.64
H  -2.36  5.12  -2.00
C  5.92  -1.85  -3.19
C  4.53  -1.22  -3.04
C  3.50  -2.30  -3.35
C  4.38  -0.08  -4.06
P  4.05  -0.58  -1.32
C  4.44  -2.09  -0.36
C  5.69  -2.46  0.15
C  5.85  -3.64  0.86
C  4.77  -4.49  1.06
C  3.52  -4.14  0.55
C  3.36  -2.95  -0.14
C  5.25  0.78  -0.80
C  6.70  0.75  -1.27
C  5.20  0.83  0.73
C  4.60  2.08  -1.29
H  6.02  -2.27  -4.20
H  6.05  -2.67  -2.48
H  6.73  -1.14  -3.05
H  3.55  -2.57  -4.41
H  2.48  -1.98  -3.11
H  3.69  -3.21  -2.77
H  4.40  -0.49  -5.07
H  5.18  0.65  -3.98
H  3.43  0.44  -3.92
H  6.55  -1.83  0.00
H  6.82  -3.90  1.25
H  4.89  -5.41  1.61
H  2.67  -4.78  0.72
H  2.38  -2.65  -0.49
H  7.22  -0.17  -1.03
H  7.25  1.57  -0.79
H  6.78  0.91  -2.35
H  5.69  -0.03  1.20
H  4.18  0.85  1.10
H  5.71  1.74  1.07
H  4.49  2.12  -2.38
H  5.23  2.93  -1.00
H  3.61  2.22  -0.85
C  -4.86  -0.22  -6.74
C  -4.30  -0.45  -5.36
C  -4.69  0.34  -4.29
C  -4.16  0.15  -3.01
C  -4.67  1.01  -1.88
C  -3.20  -0.86  -2.81
Te  -2.45  -0.98  -0.82
C  -2.86  -1.71  -3.86
C  -1.96  -2.91  -3.69
C  -3.39  -1.47  -5.13
H  -5.55  0.63  -6.75
H  -5.42  -1.10  -7.09
H  -4.07  -0.03  -7.47
H  -5.43  1.12  -4.44
H  -5.35  1.77  -2.26
H  -3.85  1.50  -1.34
H  -5.21  0.42  -1.14
H  -1.47  -2.94  -2.72
H  -1.19  -2.94  -4.46
H  -2.56  -3.82  -3.79
H  -3.10  -2.12  -5.94

Löwdin population analysis, charges in e, atoms 1 to 6:
1. Bi 0.97
2. Te 0.01
3. C -0.06
4. C -0.28
5. C -0.04
6. C -0.05

---

no.,strongest force on any atom (eV Å⁻¹),electronic energy (a.u.)
1,0.3,-5393.989789
2,0.6,-12539.212068
3,1.6,-3930.302633
4,0.8,-4157.797269